# C14H21AlClF4N3O2P3

C14H21AlClF4N3O2P3 as an isolated structure at a distorted geometry (ωB97M-V/def2-TZVPD, the Open Molecules 2025 dataset).

Output
**Largest force on an atom**: 6.47 eV/A
**Orbital gap**: 6.238 eV
**DFT total energy**: -2987.13368 Ha
**Net charge**: -1

Element x y z (Å)
C (-4.853, 1.021, 0.124)
C (-3.666, 0.059, 0.626)
P (-2.403, -0.403, -0.704)
C (-2.835, -2.012, -1.607)
C (-3.977, -2.908, -0.914)
C (-0.623, -0.421, -0.025)
C (-0.345, -1.179, 1.301)
P (-1.616, -2.148, 2.308)
O (-1.998, -3.488, 1.595)
C (1.121, -1.143, 1.869)
C (2.256, -0.363, 1.117)
P (3.948, -0.375, 1.966)
O (5.208, 0.141, 0.927)
Cl (3.780, 1.081, 3.544)
C (1.923, 0.360, -0.259)
N (3.009, 1.059, -0.895)
C (2.635, 1.679, -2.121)
C (1.186, 1.596, -2.685)
C (0.924, 2.331, -4.108)
C (1.352, 3.893, -4.075)
N (0.864, 4.598, -2.837)
N (0.055, 0.963, -2.089)
C (0.493, 0.352, -0.860)
H (-5.445, 1.349, 1.063)
H (-5.492, 0.439, -0.623)
H (-4.352, 1.921, -0.397)
H (-3.082, 0.650, 1.438)
H (-4.134, -0.833, 1.180)
H (-1.861, -2.597, -1.834)
H (-3.237, -1.701, -2.649)
H (-3.769, -4.027, -1.122)
H (-5.031, -2.684, -1.338)
H (-4.029, -2.803, 0.224)
H (-0.967, -2.557, 3.542)
H (-2.756, -1.376, 2.706)
H (1.344, -1.699, 2.847)
H (5.162, 1.137, 0.941)
H (3.428, 2.243, -2.726)
H (1.610, 1.833, -4.888)
H (-0.179, 2.255, -4.433)
H (2.513, 3.902, -4.017)
H (1.076, 4.442, -5.045)
H (1.534, 4.419, -2.063)
H (0.917, 5.615, -3.053)
F (4.907, -1.955, 6.835)
Al (4.063, -2.925, 5.611)
F (2.926, -1.886, 4.710)
F (3.165, -4.233, 6.408)
F (5.247, -3.620, 4.486)



# C14H21AuN6S3Si

C14H21AuN6S3Si as an isolated structure (ωB97M-V/def2-TZVPD, the Open Molecules 2025 dataset).

Output
**ΔE to the lowest compared entry with this formula, charge and spin**: 29.6 kcal/mol
**Largest force on an atom**: 0.55 eV/A
**Orbital gap (alpha / beta)**: 5.791 / 5.790 eV
**DFT total energy**: -2493.86756 Ha
**Net charge**: +2

Element x y z (Å)
Au (0.131, -0.025, -0.021)
C (1.796, 5.416, 0.990)
Si (-0.005, 5.627, 0.589)
C (-0.933, 6.323, 2.042)
C (-0.233, 6.631, -0.959)
C (-0.880, 3.945, 0.206)
C (-2.241, 3.982, -0.064)
C (-2.993, 2.839, -0.383)
C (-2.359, 1.628, -0.422)
N (-1.037, 1.579, -0.148)
C (-0.301, 2.670, 0.146)
S (1.363, 2.190, 0.398)
H (2.206, 6.411, 1.188)
H (2.370, 4.989, 0.166)
H (1.965, 4.811, 1.883)
H (-0.533, 7.308, 2.294)
H (-0.821, 5.687, 2.923)
H (-2.000, 6.448, 1.844)
H (0.197, 7.626, -0.822)
H (-1.284, 6.763, -1.223)
H (0.275, 6.166, -1.807)
H (-2.757, 4.936, -0.037)
H (-4.050, 2.898, -0.601)
H (-2.860, 0.698, -0.660)
N (2.634, -1.814, -1.682)
C (2.432, -2.057, -0.382)
N (1.477, -1.504, 0.357)
C (1.521, -1.954, 1.685)
C (2.508, -2.828, 1.931)
S (3.423, -3.140, 0.503)
C (0.500, -1.437, 2.587)
C (0.351, -1.666, 3.902)
S (-0.993, -0.780, 4.515)
C (-1.292, -0.127, 2.949)
N (-0.444, -0.567, 2.036)
N (-2.285, 0.748, 2.736)
H (2.009, -1.221, -2.189)
H (3.373, -2.272, -2.188)
H (2.746, -3.326, 2.856)
H (0.941, -2.294, 4.549)
H (-2.935, 0.968, 3.471)
H (-2.518, 1.041, 1.805)
N (0.132, 0.195, -2.364)
H (-0.557, 0.923, -2.535)
H (-0.131, -0.589, -2.958)
H (1.024, 0.570, -2.678)



# C14H21BIN5O6Pt

C14H21BIN5O6Pt as an isolated structure (ωB97M-V/def2-TZVPD, the Open Molecules 2025 dataset).

Output
**Largest force on an atom**: 0.41 eV/A
**Orbital gap (alpha / beta)**: 6.813 / 7.912 eV
**DFT total energy**: -1713.09456 Ha
**Multiplicity**: 3
**Net charge**: 0

Element x y z (Å)
Pt (-0.642, 1.891, -0.318)
N (-1.056, 1.492, 1.958)
N (-0.055, 2.036, 2.775)
C (1.052, 2.637, 2.243)
N (2.062, 2.834, 3.088)
N (0.967, 2.990, 0.971)
N (2.070, 3.543, 0.329)
O (3.059, 3.901, 0.972)
O (1.944, 3.681, -0.854)
H (-1.961, 1.845, 2.244)
H (-0.999, 0.475, 1.967)
H (0.034, 1.648, 3.701)
H (2.034, 2.465, 4.021)
H (2.873, 3.316, 2.724)
I (-3.848, -2.987, -1.275)
C (-3.359, -1.000, -1.681)
C (-2.628, -0.690, -2.823)
C (-2.299, 0.627, -3.089)
C (-2.653, 1.639, -2.198)
C (-3.407, 1.311, -1.070)
C (-3.778, -0.007, -0.815)
C (-2.192, 3.067, -2.429)
O (-2.525, 3.669, -3.427)
O (-1.396, 3.501, -1.497)
H (-2.321, -1.475, -3.502)
H (-1.743, 0.886, -3.980)
H (-3.751, 2.104, -0.414)
H (-4.380, -0.250, 0.050)
C (0.507, -2.818, -1.484)
C (1.404, -1.886, -0.683)
C (2.860, -2.145, -1.032)
O (1.084, -0.543, -1.107)
B (0.307, 0.077, -0.163)
O (0.227, -0.712, 0.996)
C (1.089, -1.867, 0.855)
C (0.332, -3.084, 1.358)
C (2.308, -1.609, 1.730)
H (0.702, -2.654, -2.544)
H (-0.547, -2.610, -1.301)
H (0.703, -3.866, -1.254)
H (2.981, -2.050, -2.110)
H (3.158, -3.156, -0.744)
H (3.528, -1.432, -0.555)
H (-0.627, -3.193, 0.854)
H (0.148, -2.981, 2.428)
H (0.912, -3.996, 1.204)
H (2.816, -0.691, 1.433)
H (3.022, -2.431, 1.683)
H (1.981, -1.502, 2.765)



# C14H21CdNP

C14H21CdNP as an isolated structure at a distorted geometry (ωB97M-V/def2-TZVPD, the Open Molecules 2025 dataset).

Output
**ΔE to the lowest compared entry with this formula, charge and spin**: 74.9 kcal/mol
**Largest force on an atom**: 5.61 eV/A
**Orbital gap (alpha / beta)**: 4.232 / 2.926 eV
**DFT total energy**: -1109.62765 Ha
**Net charge**: -1

Element x y z (Å)
C (-2.865, -1.520, -2.950)
Cd (0.530, 0.480, -2.301)
N (1.564, 0.701, -4.195)
H (-4.681, -2.355, -2.874)
H (-3.781, -2.012, -3.006)
H (-3.100, -1.048, -1.950)
H (-2.068, -2.298, -2.955)
H (-2.762, -0.811, -3.803)
H (2.459, 0.298, -3.920)
H (1.670, 1.714, -4.255)
H (1.315, 0.342, -5.123)
C (-1.957, 0.596, 0.378)
P (-0.213, 0.284, 0.003)
C (0.599, 1.676, 0.838)
C (0.399, 2.975, 0.341)
C (0.965, 4.052, 1.017)
C (1.732, 3.833, 2.162)
C (1.975, 2.530, 2.614)
C (1.433, 1.440, 1.939)
C (0.231, -1.214, 0.885)
C (-0.406, -1.523, 2.099)
C (-0.060, -2.695, 2.773)
C (0.897, -3.564, 2.231)
C (1.511, -3.259, 1.012)
C (1.174, -2.096, 0.328)
H (-2.256, 1.519, -0.141)
H (-2.151, 0.722, 1.455)
H (-2.505, -0.268, -0.019)
H (-0.174, 3.120, -0.579)
H (0.818, 5.060, 0.640)
H (2.168, 4.677, 2.693)
H (2.606, 2.354, 3.484)
H (1.668, 0.414, 2.246)
H (-1.181, -0.871, 2.510)
H (-0.556, -2.942, 3.717)
H (1.148, -4.488, 2.755)
H (2.237, -3.952, 0.590)
H (1.616, -1.873, -0.641)



# C14H21N5O2

One molecule with the formula C14H21N5O2 at a distorted geometry (ωB97M-V/def2-TZVPD, the Open Molecules 2025 dataset).

Output
**ΔE to the lowest compared entry with this formula, charge and spin**: 1.1 kcal/mol
**Largest force on an atom**: 1.39 eV/A
**Orbital gap**: 8.444 eV
**DFT total energy**: -970.39885 Ha
**Net charge**: 0

Element x y z (Å)
C (0.408, -3.685, -1.862)
C (0.705, -4.239, -0.702)
C (0.594, -3.575, 0.641)
N (-0.060, -2.286, 0.630)
C (0.672, -1.177, 0.361)
N (1.993, -1.114, 0.493)
C (2.306, 0.170, 0.219)
C (1.171, 0.906, -0.089)
C (1.222, 2.288, -0.419)
O (0.311, 3.042, -0.707)
N (2.547, 2.736, -0.374)
C (3.708, 2.050, -0.079)
O (4.788, 2.599, -0.093)
N (3.553, 0.715, 0.226)
C (4.702, -0.099, 0.550)
H (4.770, -0.933, -0.148)
H (5.586, 0.531, 0.477)
H (4.601, -0.493, 1.562)
H (2.686, 3.716, -0.596)
N (0.117, 0.006, -0.005)
C (-1.273, 0.351, -0.159)
C (-1.934, 0.612, 1.195)
C (-3.418, 0.956, 1.076)
C (-3.690, 2.257, 0.303)
C (-4.163, 2.017, -1.127)
H (-4.340, 2.966, -1.626)
H (-5.093, 1.451, -1.131)
H (-3.424, 1.466, -1.702)
H (-4.460, 2.829, 0.824)
H (-2.786, 2.868, 0.287)
H (-3.815, 1.046, 2.089)
H (-3.945, 0.129, 0.595)
H (-1.410, 1.438, 1.678)
H (-1.816, -0.274, 1.827)
H (-1.303, 1.258, -0.765)
H (-1.793, -0.455, -0.691)
H (-1.002, -2.286, 0.264)
H (1.597, -3.414, 1.045)
H (0.044, -4.229, 1.326)
H (1.072, -5.255, -0.658)
H (0.518, -4.220, -2.789)
H (0.055, -2.670, -1.946)



# C14H21N6OSTl

C14H21N6OSTl as an isolated structure at a distorted geometry (ωB97M-V/def2-TZVPD, the Open Molecules 2025 dataset).

Output
**ΔE to the lowest compared entry with this formula, charge and spin**: 0.0 kcal/mol
**Largest force on an atom**: 2.98 eV/A
**Orbital gap (alpha / beta)**: 3.955 / 4.226 eV
**DFT total energy**: -1519.91362 Ha
**Net charge**: +2

Element x y z (Å)
Tl (-12.189, -8.847, 1.172)
C (-15.598, -12.634, 2.558)
C (-14.833, -11.450, 2.094)
N (-13.645, -11.112, 2.558)
N (-13.254, -11.838, 3.527)
C (-12.229, -11.456, 4.286)
N (-11.597, -12.387, 5.057)
S (-11.410, -9.947, 3.837)
C (-15.499, -10.530, 1.199)
C (-16.737, -10.799, 0.564)
C (-17.354, -9.878, -0.293)
C (-16.695, -8.662, -0.504)
C (-15.477, -8.450, 0.131)
N (-14.914, -9.316, 0.972)
H (-14.968, -13.352, 3.096)
H (-16.016, -13.145, 1.680)
H (-16.420, -12.280, 3.181)
H (-12.040, -13.173, 5.518)
H (-10.693, -12.079, 5.410)
H (-17.184, -11.786, 0.702)
H (-18.320, -10.145, -0.710)
H (-17.104, -7.860, -1.122)
H (-15.000, -7.456, -0.011)
C (-11.104, -4.769, 0.231)
N (-12.210, -4.304, 1.052)
C (-12.312, -2.880, 1.256)
C (-13.702, -2.452, 1.674)
C (-14.157, -3.327, 2.816)
N (-13.985, -4.750, 2.501)
C (-14.806, -5.717, 3.245)
C (-13.038, -5.213, 1.640)
O (-12.928, -6.457, 1.411)
H (-11.107, -4.220, -0.707)
H (-11.209, -5.844, 0.044)
H (-10.145, -4.636, 0.738)
H (-11.999, -2.349, 0.342)
H (-11.587, -2.556, 2.013)
H (-14.383, -2.583, 0.828)
H (-13.724, -1.394, 1.976)
H (-15.227, -3.153, 3.012)
H (-13.623, -3.127, 3.747)
H (-15.810, -5.292, 3.357)
H (-14.375, -5.928, 4.223)
H (-14.812, -6.652, 2.687)



# C14H21N7

A 7-piece molecular cluster, C14H21N7 overall at a distorted geometry (ωB97M-V/def2-TZVPD, the Open Molecules 2025 dataset).

Output
**ΔE to the lowest compared entry with this formula, charge and spin**: 0.0 kcal/mol
**Largest force on an atom**: 3.31 eV/A
**Orbital gap (alpha / beta)**: 11.402 / 3.544 eV
**DFT total energy**: -928.87418 Ha
**Multiplicity**: 2
**Net charge**: +1

Element x y z (Å)
C (-25.897, -15.260, 14.434)
C (-25.990, -16.012, 13.159)
N (-26.066, -16.675, 12.225)
H (-25.648, -14.224, 14.203)
H (-25.158, -15.738, 15.078)
H (-26.802, -15.517, 14.983)
C (-25.987, -14.222, 10.018)
C (-27.148, -14.692, 9.286)
N (-28.052, -15.071, 8.608)
H (-25.053, -14.323, 9.464)
H (-25.841, -14.718, 10.977)
H (-26.226, -13.188, 10.265)
C (-26.833, -18.373, 9.171)
C (-25.616, -17.547, 9.011)
N (-24.612, -16.972, 8.871)
H (-26.537, -19.212, 9.801)
H (-27.186, -18.770, 8.219)
H (-27.661, -17.885, 9.685)
C (-29.630, -15.822, 11.430)
C (-29.134, -14.590, 12.060)
N (-28.724, -13.614, 12.549)
H (-28.878, -16.241, 10.762)
H (-30.414, -15.480, 10.755)
H (-29.936, -16.562, 12.170)
C (-30.298, -17.372, 6.751)
C (-30.144, -18.046, 8.037)
N (-30.029, -18.584, 9.076)
H (-29.860, -18.070, 6.037)
H (-29.718, -16.448, 6.750)
H (-31.358, -17.272, 6.516)
C (-25.540, -15.305, 6.132)
C (-26.836, -14.857, 5.709)
N (-27.837, -14.384, 5.370)
H (-25.315, -15.112, 7.181)
H (-24.839, -14.871, 5.419)
H (-25.623, -16.388, 6.041)
C (-21.820, -14.477, 10.679)
C (-22.610, -13.992, 11.847)
N (-23.273, -13.630, 12.724)
H (-20.790, -14.176, 10.872)
H (-22.211, -14.071, 9.746)
H (-21.870, -15.560, 10.794)



# C14H21N7O3

One molecule with the formula C14H21N7O3 at a distorted geometry (ωB97M-V/def2-TZVPD, the Open Molecules 2025 dataset).

Output
**ΔE to the lowest compared entry with this formula, charge and spin**: 0.0 kcal/mol
**Largest force on an atom**: 3.77 eV/A
**Orbital gap**: 8.845 eV
**DFT total energy**: -1155.03005 Ha
**Net charge**: 0

Element x y z (Å)
O (4.882, 4.092, -2.564)
O (-2.199, 1.521, 3.000)
O (4.300, 4.160, -5.232)
C (4.301, 3.084, -2.990)
C (-2.457, 0.381, 2.690)
C (3.663, 2.293, -0.742)
C (3.192, 0.858, -2.598)
C (2.990, 1.380, 0.082)
C (2.594, -0.070, -1.743)
C (3.732, 2.065, -2.121)
C (2.429, 0.236, -0.411)
N (3.966, 3.086, -4.314)
N (-4.354, -2.283, 3.992)
N (-3.379, -0.247, 3.469)
N (1.729, -0.602, 0.452)
N (-3.528, -2.072, 1.967)
N (-2.295, -2.263, 0.125)
N (-1.040, 0.311, 0.431)
C (-4.232, -1.296, 2.939)
C (0.676, -1.504, -0.009)
C (-1.672, -1.603, -1.035)
C (-1.773, -0.380, 1.555)
C (-2.906, -1.273, 0.954)
C (-0.504, -0.664, -0.545)
H (4.914, 4.774, -4.798)
H (4.110, 3.180, -0.246)
H (3.286, 0.509, -3.634)
H (2.955, 1.658, 1.153)
H (2.163, -0.970, -2.134)
H (3.331, 2.340, -4.616)
H (-4.730, -3.138, 3.565)
H (-3.480, -2.453, 4.432)
H (-3.720, 0.296, 4.218)
H (1.719, -0.313, 1.442)
H (-2.805, -2.612, 2.479)
H (-3.063, -2.892, -0.155)
H (-0.351, 0.943, 0.773)
H (-5.150, -0.901, 2.509)
H (1.047, -2.132, -0.845)
H (0.324, -2.173, 0.829)
H (-2.431, -1.051, -1.597)
H (-1.370, -2.390, -1.695)
H (-1.095, -1.085, 2.055)
H (-3.584, -0.673, 0.345)
H (-0.185, -0.124, -1.428)



# C14H22AsIrNO8PS2

C14H22AsIrNO8PS2 as an isolated structure (ωB97M-V/def2-TZVPD, the Open Molecules 2025 dataset).

Output
**Largest force on an atom**: 0.84 eV/A
**Orbital gap (alpha / beta)**: 7.525 / 7.593 eV
**DFT total energy**: -4681.25139 Ha
**Multiplicity**: 5
**Net charge**: 0

Element x y z (Å)
Ir (-0.673, 0.176, -0.297)
O (-1.025, 3.135, 5.206)
C (-1.080, 2.551, 3.989)
C (-0.904, 3.260, 2.807)
C (-0.966, 2.562, 1.624)
N (-1.191, 1.259, 1.590)
C (-1.352, 0.574, 2.722)
C (-1.314, 1.181, 3.950)
C (-1.559, -0.896, 2.526)
O (-2.010, -1.573, 3.437)
O (-1.240, -1.311, 1.333)
C (-0.717, 3.168, 0.274)
O (-0.591, 4.373, 0.167)
O (-0.637, 2.285, -0.696)
H (-0.858, 4.076, 5.109)
H (-0.706, 4.327, 2.778)
H (-1.456, 0.602, 4.854)
C (3.640, -2.282, -3.321)
C (4.082, -1.036, -2.596)
O (3.455, -0.973, -1.288)
P (2.283, 0.030, -0.981)
S (1.644, -0.273, 0.865)
S (0.759, -0.136, -2.290)
O (3.024, 1.411, -1.177)
C (2.512, 2.692, -0.703)
C (3.692, 3.594, -0.452)
H (4.072, -2.300, -4.326)
H (2.552, -2.305, -3.409)
H (3.966, -3.174, -2.783)
H (3.845, -0.134, -3.161)
H (5.147, -1.045, -2.402)
H (1.950, 2.533, 0.212)
H (1.839, 3.096, -1.453)
H (4.375, 3.142, 0.270)
H (3.329, 4.543, -0.047)
H (4.240, 3.795, -1.375)
C (-1.291, -3.501, -0.966)
As (-2.826, -2.397, -0.703)
C (-3.819, -2.873, 0.843)
C (-3.978, -2.825, -2.170)
O (-2.544, -0.728, -0.893)
H (-1.613, -4.538, -1.070)
H (-0.624, -3.389, -0.124)
H (-0.809, -3.165, -1.880)
H (-4.315, -3.822, 0.644)
H (-4.558, -2.091, 0.994)
H (-3.166, -2.939, 1.710)
H (-4.202, -3.890, -2.202)
H (-3.483, -2.514, -3.085)
H (-4.896, -2.254, -2.053)



# C14H22BrClN2NbO4S

C14H22BrClN2NbO4S as an isolated structure at a distorted geometry (ωB97M-V/def2-TZVPD, the Open Molecules 2025 dataset).

Output
**ΔE to the lowest compared entry with this formula, charge and spin**: 0.0 kcal/mol
**Largest force on an atom**: 1.12 eV/A
**Orbital gap**: 6.386 eV
**DFT total energy**: -4446.50821 Ha
**Net charge**: -1

Element x y z (Å)
C (-2.550, 1.870, -5.353)
C (-2.950, 0.430, -5.658)
S (-4.119, -0.242, -4.464)
C (-3.128, -1.536, -3.703)
Nb (-1.549, -1.354, -2.050)
Cl (-0.063, -0.518, -3.817)
Br (-2.540, 0.987, -1.603)
C (-2.925, -2.212, -0.533)
C (-4.096, -1.401, -0.140)
O (-5.244, -1.669, -0.431)
O (-0.779, -3.185, -2.356)
N (-1.098, -4.228, -1.491)
O (-0.397, -4.290, -0.556)
C (-0.005, -0.685, -0.559)
C (1.286, -1.203, -0.741)
C (2.327, -0.877, 0.124)
C (2.119, -0.026, 1.203)
C (0.844, 0.491, 1.412)
C (-0.185, 0.174, 0.536)
H (-1.837, 1.888, -4.529)
H (-2.112, 2.351, -6.228)
H (-3.415, 2.434, -5.003)
H (-2.065, -0.200, -5.718)
H (-3.427, 0.378, -6.639)
H (-2.566, -2.006, -4.513)
H (-3.859, -2.254, -3.319)
H (-2.343, -2.506, 0.345)
H (-3.331, -3.125, -0.985)
H (-3.892, -0.503, 0.465)
H (1.494, -1.865, -1.572)
H (3.319, -1.272, -0.062)
H (2.938, 0.228, 1.861)
H (0.665, 1.148, 2.252)
H (-1.160, 0.613, 0.707)
C (2.763, 1.022, 5.250)
O (2.185, 0.690, 4.238)
N (3.778, 1.913, 5.279)
C (4.443, 2.289, 6.504)
C (4.200, 2.505, 4.020)
H (2.506, 0.622, 6.247)
H (4.344, 3.360, 6.692)
H (5.507, 2.044, 6.464)
H (3.996, 1.749, 7.337)
H (3.374, 3.039, 3.549)
H (4.532, 1.734, 3.324)
H (5.017, 3.196, 4.211)